Entry 1:
C3H6N4 | ωB97M-V with the def2-TZVPD basis set

Each line ends with the natural charge from an NBO analysis.
Element x y z (Å)
N (-0.431, -0.828, -0.372)  -0.705
C (0.294, 0.243, -0.193)  0.661
C (-0.770, -1.357, -1.630)  0.273
C (0.263, 0.253, 1.767)  -0.224
N (1.061, 1.054, -0.709)  -0.663
N (-0.457, -0.959, -2.791)  -0.633
N (-0.632, 1.013, 2.263)  -0.535
H (-0.259, -0.720, 1.065)  0.403
H (1.225, 1.982, -0.350)  0.411
H (0.139, -0.131, -2.775)  0.339
H (-0.308, 1.517, 3.094)  0.334
H (-1.410, -2.230, -1.526)  0.173
H (1.285, 0.162, 2.158)  0.166

Its multiplicity is 1. The calculation puts the LUMO energy at -0.993 eV. As for the relative energy (zero: lowest compared OMol25 entry of this formula, charge and spin): 119.5 kcal per mole. As for the HOMO energy: -9.25 eV. The calculation puts the orbital gap at 0.30346 Ha.

Entry 2:
O4Rb5S | ωB97M-V with the def2-TZVPD basis set

Each line ends with the natural charge from an NBO analysis.
Element x y z (Å)
Rb (5.624, 2.595, -4.393)  1.000
Rb (12.858, -4.180, 0.020)  0.996
Rb (14.482, 0.902, -1.855)  0.997
Rb (6.154, -3.045, 1.202)  0.999
Rb (11.898, -3.898, -6.228)  0.998
S (9.064, -1.343, -3.265)  2.619
O (7.946, -0.895, -2.494)  -1.129
O (10.198, -0.512, -2.965)  -1.198
O (9.435, -2.689, -2.758)  -1.177
O (8.955, -1.173, -4.697)  -1.104

Its multiplicity is 1. The calculation puts the LUMO energy at -8.118 eV. As for the relative energy (zero: lowest compared OMol25 entry of this formula, charge and spin): 76.4 kcal per mole. The total charge is +3. As for the HOMO energy: -11.60 eV. The calculation puts the orbital gap at 0.12785 Ha.

Entry 3:
C6H16NO | ωB97M-V with the def2-TZVPD basis set

Each line ends with the natural charge from an NBO analysis.
Element x y z (Å)
C (-1.130, 0.093, 1.410)  -0.213
C (0.353, -0.189, 1.603)  -0.426
C (1.249, 0.697, 0.734)  -0.424
C (1.767, 0.018, -0.527)  -0.443
C (2.487, 1.024, -1.422)  -0.197
C (2.725, 0.785, -2.701)  -0.364
N (-1.619, -0.413, 0.081)  -0.681
H (-1.724, -0.438, 2.151)  0.239
H (-1.292, 1.167, 1.426)  0.227
H (0.565, -1.250, 1.436)  0.217
H (0.555, -0.047, 2.666)  0.252
H (2.148, 1.000, 1.285)  0.240
H (0.801, 1.684, 0.571)  0.206
H (2.497, -0.753, -0.263)  0.232
H (1.024, -0.509, -1.135)  0.175
H (2.765, 1.983, -0.996)  0.207
H (3.195, 1.445, -3.417)  0.218
H (2.448, -0.181, -3.118)  0.183
H (-1.370, 0.225, -0.690)  0.431
H (-2.646, -0.386, 0.029)  0.460
H (-1.219, -1.287, -0.263)  0.444
H (-4.746, -0.820, 0.230)  0.477
H (-4.570, -2.320, 0.220)  0.496
O (-4.262, -1.528, 0.691)  -0.957

Its multiplicity is 1. The calculation puts the LUMO energy at -3.446 eV. As for the relative energy (zero: lowest compared OMol25 entry of this formula, charge and spin): 30.4 kcal per mole. The total charge is +1. As for the HOMO energy: -12.61 eV. The calculation puts the orbital gap at 0.33665 Ha.

Entry 4:
H24O12 | ωB97M-V with the def2-TZVPD basis set

Each line ends with the natural charge from an NBO analysis.
Element x y z (Å)
O (1.853, -1.830, 1.761)  -1.003
H (2.465, -1.316, 1.192)  0.526
H (1.974, -2.745, 1.484)  0.490
O (2.242, -0.625, 4.333)  -0.959
H (1.906, -0.857, 3.446)  0.491
H (2.089, -1.409, 4.869)  0.458
O (1.583, 1.403, -2.666)  -0.951
H (1.410, 2.203, -3.174)  0.476
H (0.706, 1.073, -2.422)  0.479
O (-1.931, -1.848, -2.527)  -0.952
H (-2.674, -1.661, -3.111)  0.474
H (-1.533, -0.984, -2.356)  0.478
O (-1.697, 1.458, -2.292)  -0.990
H (-2.029, 2.357, -2.401)  0.486
H (-2.409, 0.983, -1.832)  0.499
O (0.087, 3.456, -0.667)  -0.976
H (-0.025, 2.799, -1.358)  0.458
H (-0.230, 3.004, 0.144)  0.493
O (0.176, -0.410, 0.106)  -0.992
H (0.454, -0.720, 0.977)  0.499
H (-0.634, 0.100, 0.259)  0.487
O (3.113, -0.405, -0.691)  -0.992
H (2.811, -1.130, -1.266)  0.493
H (2.647, 0.372, -1.035)  0.499
O (-3.148, 0.030, -0.206)  -0.966
H (-4.053, 0.167, 0.097)  0.483
H (-2.925, -0.867, 0.077)  0.491
O (-0.811, 2.208, 1.576)  -0.964
H (-1.549, 2.687, 1.972)  0.481
H (-0.638, 1.478, 2.186)  0.504
O (1.260, -1.937, -2.113)  -0.987
H (0.787, -1.321, -1.522)  0.497
H (0.604, -2.600, -2.356)  0.486
O (-0.764, -0.697, 3.031)  -0.965
H (-0.443, -0.881, 3.923)  0.488
H (-0.676, -1.535, 2.561)  0.479

Its multiplicity is 1. The calculation puts the LUMO energy at -0.210 eV. As for the relative energy (zero: lowest compared OMol25 entry of this formula, charge and spin): 23.6 kcal per mole. As for the HOMO energy: -10.32 eV. The calculation puts the orbital gap at 0.37152 Ha. The SMILES is O.O.O.O.O.O.O.O.O.O.O.O.

Entry 5:
C14H9N4O6 | ωB97M-V with the def2-TZVPD basis set

Each line ends with the natural charge from an NBO analysis.
Element x y z (Å)
N (3.659, -1.004, 3.874)  -0.302
C (2.782, -1.313, 3.168)  0.282
C (1.720, -1.726, 2.304)  -0.237
C (0.347, -1.703, 2.551)  -0.073
C (-0.570, -2.219, 1.578)  -0.018
N (-1.934, -2.409, 1.986)  0.505
O (-2.279, -1.973, 3.114)  -0.407
O (-2.722, -3.024, 1.236)  -0.350
C (-0.132, -2.684, 0.326)  -0.038
C (1.237, -2.748, 0.125)  -0.038
N (1.999, -3.394, -0.871)  0.429
O (1.728, -3.983, -1.898)  -0.328
O (3.378, -3.256, -0.441)  -0.166
N (3.464, -2.583, 0.779)  -0.121
C (2.173, -2.299, 1.078)  0.209
H (-0.029, -1.317, 3.498)  0.265
H (-0.808, -3.008, -0.454)  0.316
C (-0.069, 5.102, -0.857)  -0.249
O (-0.943, 4.371, -1.750)  -0.521
C (-0.996, 3.020, -1.656)  0.172
C (-1.900, 2.378, -2.545)  -0.248
C (-2.120, 1.043, -2.466)  -0.330
C (-1.405, 0.183, -1.514)  0.400
O (-1.547, -1.058, -1.460)  -0.788
C (-0.485, 0.897, -0.631)  -0.388
C (-0.251, 2.244, -0.726)  -0.246
H (-0.191, 6.138, -1.168)  0.182
H (-0.378, 4.969, 0.189)  0.171
H (0.974, 4.780, -0.987)  0.169
H (-2.411, 3.007, -3.273)  0.198
H (-2.831, 0.562, -3.132)  0.195
H (0.045, 0.302, 0.103)  0.169
H (0.496, 2.707, -0.077)  0.186

Its multiplicity is 1. The calculation puts the LUMO energy at 0.418 eV. As for the relative energy (zero: lowest compared OMol25 entry of this formula, charge and spin): 10.1 kcal per mole. The total charge is -1. As for the HOMO energy: -2.84 eV. The calculation puts the orbital gap at 0.11964 Ha.

Entry 6:
C4H5O3S | ωB97M-V with the def2-TZVPD basis set

Each line ends with the natural charge from an NBO analysis.
Element x y z (Å)
C (0.516, -0.698, -0.410)  -0.362
C (-0.421, -1.886, -0.631)  0.716
C (-1.130, 1.080, 0.830)  -0.610
C (0.356, 0.611, 0.577)  -0.426
O (-1.359, -2.022, 0.144)  -0.739
O (-0.014, -2.542, -1.566)  -0.742
O (2.628, 0.480, -1.237)  -0.986
S (1.591, -0.507, -1.660)  1.116
H (-1.029, 2.107, 1.250)  0.189
H (-1.554, 0.346, 1.460)  0.223
H (-1.449, 0.944, -0.128)  0.213
H (0.769, 1.485, -0.014)  0.202
H (1.095, 0.602, 1.386)  0.206

Its multiplicity is 1. The calculation puts the LUMO energy at 3.629 eV. As for the relative energy (zero: lowest compared OMol25 entry of this formula, charge and spin): 40.6 kcal per mole. The total charge is -1. As for the HOMO energy: -4.79 eV. The calculation puts the orbital gap at 0.30926 Ha.